# 1
{"formula": "C36H45BF3NO3", "method": "ωB97M-V/def2-TZVPD", "gap_ev": 4.3, "symbols": ["C", "C", "C", "C", "C", "C", "C", "C", "C", "C", "C", "C", "C", "C", "C", "C", "C", "C", "C", "C", "C", "C", "H", "H", "H", "H", "H", "H", "H", "H", "H", "H", "H", "H", "H", "H", "H", "H", "H", "H", "H", "H", "H", "H", "H", "H", "H", "H", "H", "H", "H", "C", "O", "C", "C", "C", "C", "N", "C", "O", "O", "C", "C", "C", "C", "C", "B", "F", "F", "F", "C", "C", "C", "H", "H", "H", "H", "H", "H", "H", "H", "H", "H", "H", "H", "H", "H", "H", "H"], "coordinates": [[-2.03045, 1.67457, 7.76862], [-1.26358, 1.33629, 6.52416], [-0.54291, 2.32862, 5.85916], [0.22524, 2.05073, 4.72866], [0.99805, 3.22240, 4.18633], [0.24919, 0.74197, 4.20070], [1.09394, 0.38774, 2.97085], [2.59994, 0.47915, 3.27134], [0.70930, 1.18800, 1.69311], [-0.61121, 0.85929, 1.15150], [-1.39111, 1.60977, 0.25399], [-2.80445, 1.32387, 0.15180], [-3.45807, 0.32671, 1.05887], [-3.59454, 1.98297, -0.77682], [-3.06817, 2.95033, -1.64105], [-3.94690, 3.62120, -2.64908], [-1.71540, 3.28812, -1.50853], [-0.87709, 2.66830, -0.59077], [0.53428, 3.15477, -0.51682], [-0.47263, -0.26835, 4.87120], [-0.43522, -1.70234, 4.40732], [-1.22737, 0.03904, 6.00514], [-2.53307, 0.78897, 8.16974], [-1.36573, 2.07481, 8.54705], [-2.78753, 2.44503, 7.56975], [-0.55049, 3.35296, 6.24680], [1.76576, 2.97004, 3.45445], [0.32073, 3.96653, 3.73510], [1.50924, 3.73462, 5.01785], [0.91438, -0.66437, 2.71884], [2.82208, -0.05910, 4.20235], [3.18463, 0.00355, 2.47335], [2.93344, 1.51474, 3.38566], [0.81017, 2.26333, 1.89045], [1.44921, 0.93004, 0.91756], [-1.06230, -0.03244, 1.58508], [-4.53459, 0.29886, 0.84839], [-3.06693, -0.69156, 0.92442], [-3.32651, 0.60492, 2.11463], [-4.65939, 1.73441, -0.83018], [-3.37469, 4.34940, -3.23174], [-4.38143, 2.88652, -3.33906], [-4.78637, 4.14572, -2.17287], [-1.31206, 4.07925, -2.14850], [0.71193, 3.90516, -1.29843], [0.74910, 3.64684, 0.44325], [1.26012, 2.34926, -0.68604], [-1.01204, -2.31837, 5.10809], [-0.87710, -1.83782, 3.40885], [0.58867, -2.10125, 4.37221], [-1.77880, -0.76462, 6.50311], [3.08218, 3.65541, -3.66437], [2.27878, 2.67107, -4.36073], [2.11958, 1.43803, -3.80428], [2.50974, 1.09447, -2.48723], [2.09068, -0.13502, -1.97954], [1.46223, -1.07895, -2.81748], [1.31104, -2.27420, -2.07897], [0.83351, -3.52623, -2.55449], [0.76601, -4.53686, -1.88462], [0.45454, -3.47157, -3.85120], [-0.14071, -4.67822, -4.46302], [-1.35530, -5.12999, -3.68766], [0.84603, -5.82198, -4.47861], [-0.50585, -4.22558, -5.87179], [1.77652, -2.05128, -0.77327], [1.76205, -3.26128, 0.31062], [2.29540, -2.68595, 1.49238], [0.40327, -3.55880, 0.49302], [2.60783, -4.26007, -0.17403], [2.21228, -0.75744, -0.68146], [1.16055, -0.78621, -4.13222], [1.45751, 0.47744, -4.62174], [3.14320, 4.49575, -4.36553], [2.58689, 3.97591, -2.73377], [4.08764, 3.26626, -3.44713], [3.12221, 1.76187, -1.87207], [-2.10663, -4.33456, -3.61865], [-1.80894, -6.00282, -4.17417], [-1.03797, -5.42357, -2.68278], [1.75566, -5.56498, -5.03353], [1.10251, -6.07702, -3.44610], [0.38995, -6.70447, -4.94656], [0.38708, -3.90611, -6.42686], [-0.98112, -5.03379, -6.44304], [-1.20921, -3.38221, -5.84020], [2.64435, -0.23895, 0.16544], [0.69933, -1.52525, -4.77007], [1.21588, 0.75860, -5.64414]]}


# 2
{"formula": "C36H45Br2F5MnOSi2", "method": "ωB97M-V/def2-TZVPD", "gap_ev": [4.6, 5.7], "charge": -1, "spin_multiplicity": 5, "symbols": ["Mn", "Br", "C", "C", "C", "C", "C", "C", "C", "C", "C", "C", "H", "H", "H", "H", "H", "H", "F", "C", "C", "F", "C", "F", "C", "O", "C", "F", "C", "F", "C", "C", "C", "C", "Si", "Br", "C", "C", "C", "C", "C", "C", "C", "C", "H", "H", "H", "H", "H", "H", "H", "H", "H", "H", "H", "H", "H", "H", "H", "H", "H", "H", "H", "H", "H", "H", "H", "H", "H", "H", "H", "C", "Si", "C", "C", "C", "C", "C", "C", "C", "H", "H", "H", "H", "H", "H", "H", "H", "H", "H", "H", "H"], "coordinates": [[0.82379, 1.47159, 1.05743], [2.62839, 1.47159, 2.65503], [4.04089, 1.47159, 1.40753], [5.36849, 1.47159, 1.82873], [6.38909, 1.47159, 0.87763], [6.07889, 1.47159, -0.48627], [4.74069, 1.47159, -0.91547], [4.37999, 1.47159, -2.27267], [3.03369, 1.47159, -2.64817], [2.03579, 1.47159, -1.67397], [2.37869, 1.47159, -0.32367], [3.71769, 1.47159, 0.05613], [5.61519, 1.47159, 2.88673], [7.42849, 1.47159, 1.19693], [6.88879, 1.47159, -1.21257], [5.14499, 1.47159, -3.04587], [2.76399, 1.47159, -3.70137], [0.98789, 1.47159, -1.95927], [-4.13771, 5.94269, 0.98933], [-3.10011, 5.15409, 1.31123], [-2.59611, 4.25829, 0.38993], [-3.14831, 4.17829, -0.83167], [-1.51661, 3.43909, 0.72753], [-1.07641, 2.58859, -0.22027], [-0.88491, 3.47029, 1.99843], [0.10329, 2.71919, 2.30503], [-1.45071, 4.41169, 2.89793], [-0.94391, 4.54239, 4.13943], [-2.53001, 5.23339, 2.56583], [-3.01771, 6.10379, 3.46483], [-2.96001, -3.87291, -1.81907], [-2.24451, -2.78091, -0.99957], [-3.32741, -1.90741, -0.33147], [-1.51041, -3.47381, 0.16813], [-0.99751, -1.68401, -2.09807], [-0.12581, -0.17271, -0.58687], [-1.88701, -0.53141, -3.45707], [-0.88741, 0.44349, -4.11417], [-2.96471, 0.36919, -2.81677], [-2.55971, -1.34381, -4.58127], [0.60009, -2.66781, -2.76617], [0.24249, -3.74881, -3.80507], [1.62459, -1.71211, -3.41347], [1.36499, -3.35491, -1.61487], [-3.64521, -4.46251, -1.17137], [-2.24461, -4.58701, -2.25897], [-3.57701, -3.44021, -2.62367], [-3.93821, -2.50861, 0.37753], [-4.06681, -1.54081, -1.04807], [-2.87851, -1.06601, 0.23613], [-2.23401, -3.97601, 0.84733], [-0.92711, -2.74681, 0.77063], [-0.87531, -4.29651, -0.17007], [-0.32551, 1.02439, -3.35347], [-1.41601, 1.16719, -4.77317], [-0.20331, -0.06241, -4.80037], [-2.55651, 0.94679, -1.96157], [-3.85251, -0.19301, -2.51627], [-3.36401, 1.09569, -3.55847], [-1.82801, -1.95181, -5.13867], [-3.04251, -0.66581, -5.31887], [-3.35161, -2.00321, -4.18987], [-0.23501, -3.31311, -4.69827], [-0.42341, -4.51791, -3.38007], [1.15809, -4.27451, -4.15447], [1.28749, -1.33381, -4.38177], [2.56359, -2.25211, -3.66657], [1.88649, -0.87541, -2.73297], [0.83089, -4.22191, -1.21837], [1.60859, -2.63771, -0.80367], [2.31999, -3.79231, -1.98087], [0.80589, -1.73561, 2.39193], [-0.11781, -0.15871, 2.68773], [-1.91281, -0.29991, 2.25753], [0.12529, 0.46539, 4.43713], [-0.32381, -0.28191, 5.53903], [-0.14001, 0.18819, 6.84173], [0.49349, 1.40849, 7.06223], [0.94429, 2.16089, 5.98043], [0.76249, 1.69449, 4.67593], [0.42509, -2.54321, 3.02473], [1.87199, -1.61551, 2.60803], [0.71149, -2.05611, 1.34993], [-2.41381, -1.04411, 2.88433], [-2.04361, -0.60121, 1.21363], [-2.42851, 0.65549, 2.39533], [-0.82271, -1.23971, 5.39983], [-0.49251, -0.40041, 7.68443], [0.63569, 1.77269, 8.07583], [1.43889, 3.11339, 6.15113], [1.12669, 2.30699, 3.85293], [0.17019, 2.60319, -0.07417]]}


Number 2 is which compound? C36H45Br2F5MnOSi2